No. 1
{
  "formula": "C36H66F24N8O19S8",
  "method": "ωB97M-V/def2-TZVPD",
  "species": ["C", "C", "C", "C", "N", "C", "C", "C", "C", "C", "C", "C", "H", "H", "H", "H", "H", "H", "H", "H", "H", "H", "H", "H", "H", "H", "H", "H", "H", "H", "H", "H", "H", "H", "H", "H", "C", "C", "C", "O", "C", "N", "H", "H", "H", "H", "H", "H", "H", "H", "H", "H", "H", "H", "C", "C", "C", "O", "C", "N", "H", "H", "H", "H", "H", "H", "H", "H", "H", "H", "H", "H", "C", "C", "C", "C", "C", "C", "N", "O", "C", "C", "C", "H", "H", "H", "H", "H", "H", "H", "H", "H", "H", "H", "H", "H", "H", "H", "H", "H", "H", "C", "F", "F", "F", "S", "O", "O", "N", "S", "O", "O", "C", "F", "F", "F", "C", "F", "F", "F", "S", "O", "O", "N", "S", "O", "O", "C", "F", "F", "F", "C", "F", "F", "F", "S", "O", "O", "N", "S", "O", "O", "C", "F", "F", "F", "C", "F", "F", "F", "S", "O", "O", "N", "S", "O", "O", "C", "F", "F", "F"],
  "xyz": [[15.61, 8.19, 9.71], [15.49, 9.33, 10.70], [14.27, 10.19, 10.31], [14.28, 11.43, 11.22], [12.89, 11.79, 11.73], [12.21, 10.80, 12.60], [11.21, 11.60, 13.36], [11.77, 13.07, 13.45], [12.96, 13.06, 12.53], [12.00, 11.95, 10.50], [12.54, 12.87, 9.43], [11.69, 12.80, 8.13], [14.59, 7.78, 9.51], [16.30, 7.42, 10.05], [16.02, 8.49, 8.78], [16.39, 9.96, 10.76], [15.32, 8.94, 11.70], [13.38, 9.51, 10.41], [14.33, 10.54, 9.32], [14.77, 12.33, 10.85], [14.73, 11.17, 12.14], [11.65, 10.08, 11.97], [12.93, 10.32, 13.27], [10.24, 11.55, 12.89], [11.00, 11.25, 14.37], [11.01, 13.68, 13.05], [12.03, 13.36, 14.50], [13.03, 13.93, 11.89], [13.88, 12.96, 13.11], [11.01, 12.28, 10.86], [11.77, 11.00, 10.05], [13.48, 12.46, 9.13], [12.66, 13.89, 9.80], [10.66, 12.99, 8.27], [11.69, 11.76, 7.85], [12.14, 13.47, 7.43], [26.80, 11.37, 12.90], [25.58, 10.89, 13.74], [24.89, 11.94, 14.55], [23.76, 11.33, 15.13], [22.95, 12.16, 16.03], [24.63, 10.23, 12.78], [24.36, 10.79, 12.01], [25.06, 9.38, 12.39], [23.80, 9.83, 13.30], [27.69, 11.89, 13.33], [26.55, 12.07, 12.07], [27.31, 10.53, 12.36], [25.85, 10.15, 14.49], [24.62, 12.79, 13.93], [25.56, 12.28, 15.35], [23.11, 11.95, 17.09], [21.92, 11.88, 15.88], [23.06, 13.21, 15.76], [19.61, 13.50, 13.28], [18.30, 13.41, 12.53], [17.50, 14.75, 12.53], [16.27, 14.49, 11.93], [15.62, 15.63, 11.38], [18.55, 12.96, 11.13], [17.74, 13.28, 10.57], [19.44, 13.39, 10.70], [18.67, 11.96, 11.00], [19.52, 13.73, 14.34], [20.26, 14.25, 12.83], [20.16, 12.52, 13.22], [17.74, 12.64, 12.97], [18.07, 15.47, 11.98], [17.44, 15.13, 13.56], [16.29, 16.46, 11.47], [14.69, 15.74, 11.93], [15.50, 15.44, 10.36], [17.07, 15.05, 16.37], [15.79, 15.45, 17.04], [15.74, 16.92, 17.52], [14.41, 17.14, 18.24], [13.27, 17.12, 17.21], [13.19, 15.95, 16.34], [14.58, 15.36, 16.14], [14.75, 14.80, 15.03], [12.63, 16.34, 14.96], [12.36, 14.76, 16.94], [15.52, 14.47, 18.15], [17.83, 15.10, 17.19], [17.45, 15.78, 15.63], [17.11, 14.01, 16.02], [15.74, 17.54, 16.67], [16.67, 17.08, 18.11], [14.41, 18.13, 18.71], [14.32, 16.42, 19.06], [13.33, 17.99, 16.60], [12.33, 17.10, 17.74], [12.33, 15.53, 14.29], [13.41, 16.94, 14.46], [11.76, 16.99, 15.13], [12.59, 14.58, 18.00], [12.49, 13.84, 16.35], [11.37, 15.18, 16.86], [16.12, 14.77, 19.10], [15.81, 13.42, 17.97], [14.49, 14.44, 18.50], [18.09, 18.86, 15.14], [18.87, 19.78, 14.55], [18.79, 17.68, 15.27], [17.64, 19.19, 16.35], [16.62, 18.56, 13.99], [17.25, 18.29, 12.75], [15.82, 17.51, 14.56], [15.93, 19.93, 14.07], [14.67, 20.12, 15.01], [13.50, 19.58, 14.36], [14.85, 19.89, 16.41], [14.40, 21.97, 14.92], [13.50, 22.38, 15.80], [15.52, 22.73, 15.23], [14.00, 22.25, 13.72], [17.04, 12.22, 7.78], [16.36, 11.57, 6.89], [16.69, 11.58, 9.04], [18.34, 11.94, 7.67], [16.49, 14.00, 7.88], [16.30, 14.37, 6.54], [15.32, 13.85, 8.69], [17.72, 14.65, 8.73], [18.74, 15.62, 8.01], [19.69, 14.87, 7.30], [18.02, 16.70, 7.35], [19.71, 16.38, 9.36], [20.65, 17.10, 8.73], [18.96, 17.09, 10.15], [20.29, 15.47, 10.15], [22.05, 12.00, 8.42], [22.44, 10.79, 8.14], [22.93, 12.84, 7.81], [20.79, 12.22, 8.02], [22.22, 12.23, 10.28], [23.50, 11.74, 10.74], [21.83, 13.56, 10.51], [21.06, 11.18, 10.79], [21.38, 9.60, 11.09], [22.23, 8.91, 10.12], [21.69, 9.30, 12.49], [19.67, 8.81, 10.88], [18.79, 9.53, 11.59], [19.21, 8.75, 9.66], [19.67, 7.56, 11.37], [14.26, 9.93, 17.64], [14.18, 8.56, 17.62], [13.07, 10.50, 18.07], [15.23, 10.31, 18.48], [14.43, 10.53, 15.90], [13.31, 9.85, 15.22], [14.43, 12.01, 15.88], [15.85, 9.87, 15.46], [17.07, 10.75, 14.86], [17.35, 10.31, 13.56], [17.04, 12.18, 14.94], [18.59, 10.29, 15.84], [19.63, 10.84, 15.38], [18.47, 10.72, 17.14], [18.70, 8.95, 15.88]],
  "homo_energy_ha": -0.346,
  "total_energy_ev": -241118.6906,
  "gap_ev": 6.80
}


No. 2
{
  "formula": "C36H66FNO10S",
  "method": "ωB97M-V/def2-TZVPD",
  "species": ["C", "C", "C", "C", "C", "C", "C", "N", "C", "C", "C", "C", "C", "C", "C", "F", "C", "C", "S", "H", "H", "H", "H", "H", "H", "H", "H", "H", "H", "H", "H", "H", "H", "H", "H", "C", "O", "C", "C", "O", "C", "H", "H", "H", "H", "H", "H", "H", "H", "H", "H", "C", "O", "C", "C", "O", "C", "H", "H", "H", "H", "H", "H", "H", "H", "H", "H", "C", "O", "C", "C", "O", "C", "H", "H", "H", "H", "H", "H", "H", "H", "H", "H", "C", "O", "C", "C", "O", "C", "H", "H", "H", "H", "H", "H", "H", "H", "H", "H", "C", "O", "C", "C", "O", "C", "H", "H", "H", "H", "H", "H", "H", "H", "H", "H"],
  "xyz": [[6.83, -2.11, -1.59], [5.37, -2.03, -1.21], [4.71, -3.20, -0.84], [3.37, -3.15, -0.48], [2.71, -1.92, -0.46], [3.36, -0.75, -0.83], [4.69, -0.83, -1.22], [2.73, 0.52, -0.79], [1.34, 0.59, -1.05], [0.83, 1.75, -1.62], [-0.54, 1.89, -1.84], [-1.43, 0.88, -1.51], [-2.91, 0.99, -1.75], [-3.36, 0.32, -3.08], [-4.23, -0.88, -2.85], [-2.25, -0.08, -3.83], [-0.91, -0.28, -0.93], [0.45, -0.41, -0.70], [1.04, -1.86, 0.14], [6.92, -2.24, -2.67], [7.27, -2.95, -1.07], [7.34, -1.21, -1.28], [5.23, -4.14, -0.80], [2.84, -4.04, -0.19], [5.24, 0.06, -1.52], [3.23, 1.14, -1.41], [1.47, 2.58, -1.89], [-0.93, 2.79, -2.27], [-3.40, 0.46, -0.94], [-3.23, 2.03, -1.74], [-3.87, 1.08, -3.68], [-5.22, -0.55, -2.56], [-4.31, -1.49, -3.74], [-3.81, -1.52, -2.07], [-1.57, -1.10, -0.65], [6.35, -3.18, 5.40], [7.30, -2.69, 4.46], [7.56, -3.59, 3.40], [6.77, -3.25, 2.15], [5.37, -3.37, 2.35], [4.72, -2.14, 2.61], [6.02, -2.33, 5.99], [5.48, -3.62, 4.90], [6.81, -3.92, 6.06], [7.34, -4.62, 3.70], [8.63, -3.53, 3.17], [7.05, -3.94, 1.36], [7.02, -2.23, 1.82], [4.59, -1.58, 1.68], [5.28, -1.53, 3.33], [3.74, -2.37, 3.02], [6.13, -0.78, -8.85], [6.23, -2.12, -8.41], [7.30, -2.34, -7.50], [6.82, -2.34, -6.06], [6.32, -1.09, -5.65], [4.90, -1.00, -5.67], [5.15, -0.66, -9.30], [6.23, -0.07, -8.02], [6.90, -0.56, -9.60], [8.08, -1.59, -7.64], [7.72, -3.33, -7.73], [7.68, -2.57, -5.42], [6.07, -3.13, -5.91], [4.48, -1.53, -4.81], [4.47, -1.41, -6.59], [4.63, 0.05, -5.60], [-1.63, -1.12, 4.36], [-1.16, -0.22, 5.35], [-0.43, -0.86, 6.39], [1.06, -0.77, 6.18], [1.48, -1.47, 5.02], [1.66, -0.63, 3.89], [-1.91, -0.52, 3.49], [-0.86, -1.83, 4.06], [-2.51, -1.66, 4.72], [-0.74, -1.91, 6.49], [-0.69, -0.35, 7.33], [1.57, -1.23, 7.04], [1.38, 0.28, 6.13], [2.61, -0.10, 3.96], [0.85, 0.09, 3.78], [1.68, -1.27, 3.01], [-9.05, 1.66, 0.73], [-8.96, 0.26, 0.97], [-8.41, -0.46, -0.12], [-6.93, -0.72, 0.08], [-6.18, 0.49, 0.08], [-5.86, 0.94, 1.39], [-9.21, 2.15, 1.69], [-8.14, 2.05, 0.28], [-9.90, 1.88, 0.07], [-8.58, 0.07, -1.06], [-8.93, -1.42, -0.17], [-6.56, -1.32, -0.76], [-6.75, -1.28, 1.00], [-5.02, 0.36, 1.80], [-6.71, 0.87, 2.06], [-5.56, 1.98, 1.32], [-8.13, 7.84, 1.67], [-6.76, 7.48, 1.71], [-6.48, 6.38, 2.55], [-6.36, 5.08, 1.77], [-7.57, 4.71, 1.15], [-7.63, 5.06, -0.23], [-8.28, 8.49, 0.81], [-8.77, 6.97, 1.57], [-8.40, 8.39, 2.58], [-7.25, 6.28, 3.32], [-5.53, 6.58, 3.05], [-6.09, 4.28, 2.47], [-5.55, 5.16, 1.04], [-7.04, 4.35, -0.82], [-7.26, 6.07, -0.41], [-8.67, 5.00, -0.54]],
  "homo_energy_ha": -0.270,
  "total_energy_ev": -73914.8490,
  "gap_ev": 7.92,
  "smiles": "Cc1ccc2c(c1)Nc1ccc(C[C@H](C)F)cc1S2.COCCOC.COCCOC.COCCOC.COCCOC.COCCOC"
}


No. 3
{
  "formula": "C36H66O14P2",
  "method": "ωB97M-V/def2-TZVPD",
  "species": ["C", "C", "C", "C", "C", "C", "C", "C", "C", "C", "C", "C", "C", "O", "P", "O", "O", "O", "P", "C", "C", "C", "H", "H", "H", "H", "H", "H", "H", "H", "H", "H", "H", "H", "H", "H", "H", "H", "H", "H", "H", "H", "H", "H", "H", "H", "H", "H", "H", "H", "H", "H", "H", "H", "H", "H", "H", "H", "O", "C", "O", "C", "C", "C", "H", "H", "H", "H", "H", "H", "O", "C", "O", "C", "C", "C", "H", "H", "H", "H", "H", "H", "O", "C", "O", "C", "C", "C", "H", "H", "H", "H", "H", "H", "O", "C", "O", "C", "C", "C", "H", "H", "H", "H", "H", "H", "O", "C", "O", "C", "C", "C", "H", "H", "H", "H", "H", "H"],
  "xyz": [[-4.40, -1.31, 5.76], [-5.30, -1.51, 4.53], [-5.44, -3.00, 4.18], [-5.78, -3.32, 2.71], [-6.78, -2.35, 2.02], [-6.26, -1.83, 0.66], [-6.94, -0.52, 0.19], [-6.05, 0.63, -0.37], [-6.31, 1.94, 0.39], [-5.60, 2.04, 1.74], [-4.16, 2.60, 1.56], [-2.89, 1.75, 1.83], [-1.89, 2.11, 0.73], [-0.73, 1.27, 0.50], [0.21, 0.91, 1.73], [-0.14, -0.33, 2.45], [0.24, 2.20, 2.70], [1.69, 0.92, 1.16], [2.72, -0.42, 1.43], [3.23, -0.21, 3.17], [4.24, 0.16, 0.56], [4.76, -0.92, -0.40], [-4.67, -0.40, 6.30], [-4.58, -2.13, 6.45], [-3.34, -1.26, 5.50], [-6.29, -1.14, 4.82], [-4.99, -0.92, 3.67], [-4.48, -3.47, 4.39], [-6.17, -3.48, 4.84], [-6.23, -4.32, 2.70], [-4.89, -3.39, 2.09], [-7.67, -2.94, 1.77], [-7.12, -1.54, 2.67], [-5.17, -1.72, 0.66], [-6.49, -2.61, -0.06], [-7.57, -0.15, 1.00], [-7.59, -0.79, -0.65], [-4.99, 0.37, -0.36], [-6.37, 0.79, -1.41], [-7.39, 2.05, 0.48], [-5.96, 2.79, -0.20], [-6.13, 2.79, 2.33], [-5.63, 1.11, 2.31], [-4.09, 3.43, 2.27], [-4.08, 3.04, 0.57], [-2.51, 2.04, 2.81], [-3.07, 0.67, 1.82], [-1.52, 3.13, 0.90], [-2.43, 2.13, -0.21], [-0.13, 2.98, 2.27], [3.11, 0.81, 3.54], [4.29, -0.47, 3.25], [2.65, -0.91, 3.78], [4.02, 1.08, 0.01], [5.01, 0.41, 1.29], [4.73, -1.89, 0.09], [5.79, -0.71, -0.69], [4.13, -0.96, -1.29], [5.78, -1.63, -3.60], [5.33, -0.63, -4.09], [4.25, -0.01, -3.58], [3.87, 1.10, -4.42], [5.13, 1.46, -5.20], [5.81, 0.10, -5.33], [3.06, 0.78, -5.07], [3.51, 1.91, -3.79], [4.92, 1.96, -6.14], [5.76, 2.13, -4.60], [5.47, -0.45, -6.20], [6.90, 0.17, -5.33], [3.52, 3.31, -6.94], [3.41, 4.32, -6.31], [2.21, 4.84, -5.98], [2.38, 6.11, -5.32], [3.81, 6.09, -4.78], [4.52, 5.23, -5.81], [2.23, 6.90, -6.06], [1.63, 6.21, -4.54], [4.23, 7.09, -4.65], [3.83, 5.60, -3.81], [4.89, 5.81, -6.66], [5.33, 4.64, -5.39], [-6.15, -5.46, 0.14], [-5.01, -5.41, -0.24], [-3.98, -5.11, 0.58], [-2.76, -5.02, -0.17], [-3.00, -5.84, -1.43], [-4.50, -5.63, -1.65], [-2.57, -3.97, -0.38], [-1.95, -5.41, 0.44], [-2.38, -5.52, -2.27], [-2.80, -6.89, -1.24], [-4.71, -4.73, -2.23], [-4.99, -6.48, -2.10], [7.97, -7.30, -5.49], [7.94, -6.26, -4.89], [6.78, -5.64, -4.57], [7.04, -4.36, -3.95], [8.46, -4.48, -3.40], [9.11, -5.43, -4.41], [6.95, -3.59, -4.71], [6.30, -4.19, -3.18], [8.96, -3.52, -3.30], [8.43, -4.95, -2.42], [9.53, -4.90, -5.26], [9.87, -6.07, -3.97], [-1.18, 3.54, 7.87], [-0.43, 4.19, 7.20], [0.39, 5.13, 7.72], [1.10, 5.82, 6.68], [1.07, 4.87, 5.48], [-0.26, 4.14, 5.69], [0.57, 6.76, 6.47], [2.10, 6.05, 7.02], [1.16, 5.38, 4.53], [1.89, 4.16, 5.56], [-1.09, 4.67, 5.23], [-0.23, 3.11, 5.34]],
  "homo_energy_ha": -0.317,
  "total_energy_ev": -85649.2991,
  "gap_ev": 8.60
}